This record from the Open Molecules 2025 dataset describes a cluster of 9 separate species, C30H85N7O9 in total at a distorted geometry. The level of theory is the ωB97M-V functional and the def2-TZVPD basis.

E_HOMO (eV): -9.02
E_tot (eV): -61336.875
Spin multiplicity: 1
LUMO energy (eV): 0.169
ΔE to the lowest compared entry with this formula, charge and spin (kcal per mole): 124.8

Last column: Mulliken charge in e.
Positions of all 131 atoms, in Å:
C  0.067  21.285  8.345  -0.74
O  1.033  22.235  8.799  -0.32
C  0.588  23.550  9.129  -0.65
C  1.676  24.237  9.955  0.33
C  1.120  25.469  10.693  -1.38
N  2.622  24.739  9.167  -0.73
H  -0.785  21.465  9.001  0.30
H  0.294  20.221  8.282  0.27
H  -0.356  21.546  7.375  0.29
H  0.409  23.964  8.136  0.26
H  -0.351  23.589  9.681  0.40
H  2.127  23.492  10.610  0.38
H  1.856  25.758  11.443  0.35
H  0.227  25.241  11.274  0.38
H  0.763  26.281  10.060  0.30
H  2.173  25.252  8.421  0.22
H  2.925  23.937  8.633  0.34
C  8.876  30.402  -0.988  -0.66
O  10.022  31.043  -0.430  -0.31
C  10.518  30.505  0.790  -0.62
C  11.820  29.595  0.694  0.25
C  11.311  28.147  0.175  -1.21
N  12.398  29.458  2.019  -0.74
H  8.477  31.060  -1.761  0.26
H  8.102  30.357  -0.222  0.31
H  9.030  29.461  -1.517  0.23
H  11.080  31.319  1.249  0.20
H  9.899  30.013  1.540  0.45
H  12.542  30.042  0.009  0.34
H  11.984  27.301  0.313  0.38
H  10.932  28.288  -0.837  0.22
H  10.543  27.863  0.895  0.35
H  13.180  28.832  1.886  0.27
H  12.857  30.355  2.092  0.28
C  3.215  33.912  4.135  -0.65
O  2.896  35.116  3.443  -0.36
C  1.492  35.439  3.275  -0.66
C  0.824  35.929  4.614  0.51
C  -0.708  36.124  4.479  -1.41
N  1.350  37.203  5.087  -0.66
H  3.162  33.119  3.389  0.27
H  2.482  33.613  4.884  0.26
H  4.265  33.844  4.418  0.27
H  1.499  36.126  2.428  0.29
H  0.949  34.628  2.790  0.34
H  1.023  35.132  5.331  0.23
H  -1.100  35.154  4.172  0.38
H  -1.056  36.765  3.670  0.32
H  -1.335  36.219  5.366  0.37
H  2.333  37.130  5.307  0.25
H  1.253  37.971  4.438  0.25
C  14.039  23.125  8.023  -0.75
O  12.735  23.770  7.891  -0.30
C  12.155  24.133  9.184  -0.56
C  10.685  24.043  8.936  0.43
C  10.212  25.212  8.033  -1.34
N  9.938  24.096  10.210  -0.75
H  14.788  23.849  8.343  0.29
H  14.485  22.921  7.050  0.27
H  13.959  22.253  8.672  0.29
H  12.429  23.426  9.967  0.34
H  12.579  25.087  9.498  0.33
H  10.452  23.111  8.422  0.20
H  9.142  25.311  7.847  0.35
H  10.692  25.185  7.055  0.33
H  10.502  26.161  8.483  0.31
H  10.344  23.438  10.860  0.26
H  9.111  23.650  9.838  0.30
C  -5.967  25.550  7.996  -0.78
O  -6.806  24.871  7.060  -0.31
C  -6.204  24.198  6.004  -0.71
C  -7.290  23.522  5.075  0.36
C  -8.248  24.575  4.428  -1.28
N  -8.054  22.455  5.658  -0.70
H  -6.595  25.679  8.877  0.27
H  -5.609  26.542  7.722  0.30
H  -5.047  25.088  8.353  0.29
H  -5.655  24.920  5.399  0.32
H  -5.533  23.515  6.525  0.42
H  -6.792  23.153  4.179  0.27
H  -8.600  25.346  5.113  0.28
H  -9.078  24.190  3.836  0.38
H  -7.552  25.203  3.872  0.32
H  -8.467  22.835  6.497  0.27
H  -8.769  22.237  4.979  0.29
C  -0.831  20.406  0.630  -0.88
O  0.201  19.589  1.209  -0.28
C  0.468  18.362  0.493  -0.57
C  1.723  17.694  1.166  0.22
C  3.049  18.438  0.915  -1.33
N  2.045  16.435  0.497  -0.74
H  -0.713  20.610  -0.434  0.34
H  -0.784  21.407  1.059  0.28
H  -1.875  20.137  0.467  0.36
H  -0.371  17.673  0.588  0.33
H  0.766  18.571  -0.534  0.32
H  1.598  17.541  2.238  0.39
H  3.329  18.534  -0.134  0.32
H  3.898  17.956  1.398  0.35
H  2.966  19.459  1.289  0.34
H  2.026  16.675  -0.483  0.29
H  1.276  15.787  0.597  0.25
C  -0.045  28.639  4.462  -0.78
O  0.775  27.446  4.529  -0.29
C  0.936  26.813  3.300  -0.71
C  2.240  25.963  3.316  0.74
C  3.536  26.776  3.166  -1.46
N  2.268  24.987  2.293  -0.69
H  0.616  29.389  4.030  0.33
H  -0.123  28.802  5.537  0.23
H  -1.035  28.420  4.060  0.31
H  0.056  26.200  3.108  0.33
H  1.024  27.483  2.445  0.32
H  2.312  25.454  4.277  0.17
H  4.411  26.226  3.511  0.39
H  3.506  27.674  3.784  0.31
H  3.730  27.102  2.144  0.36
H  1.475  24.362  2.283  0.18
H  3.097  24.434  2.454  0.27
C  -2.264  30.280  -3.787  -0.98
C  -1.932  29.780  -2.432  -0.24
O  -2.545  28.567  -2.282  -0.51
H  -1.835  29.697  -4.601  0.34
H  -1.793  31.254  -3.921  0.32
H  -3.320  30.501  -3.943  0.26
H  -2.419  30.480  -1.753  0.24
H  -0.867  29.744  -2.205  0.27
H  -2.181  27.916  -2.887  0.31
O  4.457  24.494  -2.997  -0.64
H  3.873  25.230  -3.179  0.32
H  4.389  24.362  -2.052  0.32

This record from the Open Molecules 2025 dataset describes a structure of composition C30H86Cl3NO15SSi2 at a distorted geometry. The level of theory is the ωB97M-V functional and the def2-TZVPD basis.

E_HOMO (eV): -9.17
E_tot (eV): -128859.086
Spin multiplicity: 1
LUMO energy (eV): -1.017

Last column: Mulliken charge in e.
Positions of all 138 atoms, in Å:
C  -0.804  -0.361  -4.735  -0.59
C  -2.353  0.009  -4.612  -0.22
C  -2.987  -0.280  -3.187  -0.78
C  -2.471  0.704  -2.033  -0.65
C  -1.264  -0.015  -1.281  0.28
C  -1.300  0.173  0.321  -0.64
C  -0.106  -0.696  0.888  0.70
C  -0.099  -0.893  2.472  -0.50
Si  1.428  -0.075  3.330  -0.48
C  1.608  -0.640  5.164  -0.26
C  1.532  -2.215  5.365  -0.19
C  1.523  -2.476  6.965  -0.84
C  0.197  -3.176  7.482  -0.32
S  -1.350  -2.278  7.057  1.04
O  -1.691  -2.273  5.608  -0.49
O  -2.461  -2.965  7.797  -0.57
Cl  -1.290  -0.312  7.794  -0.22
O  2.872  -0.257  2.408  -0.15
Si  3.265  -1.893  2.027  0.19
N  3.856  -2.094  0.335  -0.16
C  2.679  -2.238  -0.601  0.27
C  3.083  -3.231  -1.796  -0.25
C  1.861  -3.565  -2.762  -0.88
C  0.969  1.807  3.446  0.12
Cl  -0.688  2.437  2.993  -0.22
C  1.895  2.740  3.908  0.33
C  1.515  4.281  4.068  -0.66
Cl  3.569  2.262  4.384  -0.18
H  -0.301  0.526  -5.239  0.17
H  -0.659  -1.230  -5.452  0.29
H  -0.299  -0.586  -3.755  -0.06
H  -2.531  1.083  -4.903  0.19
H  -2.898  -0.667  -5.351  0.26
H  -2.763  -1.367  -2.942  0.32
H  -4.120  -0.190  -3.234  0.30
H  -3.287  1.087  -1.359  0.45
H  -2.048  1.613  -2.580  0.29
H  -1.109  -1.097  -1.580  0.18
H  -0.314  0.526  -1.608  -0.26
H  -2.326  -0.131  0.680  0.32
H  -1.166  1.293  0.476  0.02
H  -0.207  -1.738  0.412  -0.55
H  0.877  -0.241  0.539  0.12
H  -1.026  -0.443  2.948  0.54
H  -0.079  -2.018  2.658  0.27
H  2.509  -0.165  5.665  0.40
H  0.701  -0.193  5.699  -0.06
H  2.517  -2.667  5.013  0.22
H  0.675  -2.719  4.839  0.23
H  1.693  -1.482  7.494  0.36
H  2.408  -3.131  7.224  0.36
H  0.184  -4.273  7.189  0.35
H  0.254  -3.180  8.622  0.12
H  4.172  -2.527  3.005  -0.23
H  2.020  -2.695  2.086  -0.10
H  4.366  -1.229  0.122  0.30
H  1.785  -2.710  -0.105  -0.17
H  2.347  -1.223  -0.991  0.06
H  4.000  -2.860  -2.345  0.03
H  3.382  -4.198  -1.270  0.30
H  1.023  -2.810  -2.715  0.02
H  2.213  -3.703  -3.837  0.32
H  1.421  -4.577  -2.475  0.30
H  0.526  4.288  4.624  0.33
H  1.489  4.833  3.092  0.27
H  2.270  4.712  4.805  0.04
C  3.712  6.791  6.810  -0.63
O  2.835  5.709  6.526  -0.48
H  3.132  7.713  6.842  0.26
H  4.194  6.633  7.779  0.25
H  4.471  6.869  6.027  0.28
H  3.371  4.906  6.504  0.26
C  -5.315  1.836  -6.208  -0.28
O  -4.203  2.722  -6.213  -0.52
H  -4.971  0.835  -6.465  0.15
H  -5.766  1.819  -5.212  0.31
H  -6.050  2.166  -6.946  0.08
H  -4.536  3.596  -5.984  0.29
C  -2.742  5.790  1.961  -0.51
O  -1.428  5.591  1.460  -0.48
H  -2.930  6.861  2.034  0.24
H  -3.471  5.342  1.281  0.25
H  -2.833  5.340  2.953  0.23
H  -1.285  4.640  1.404  0.28
C  3.071  3.890  9.187  -0.50
O  4.383  3.697  8.672  -0.50
H  2.877  4.959  9.261  0.18
H  2.341  3.437  8.511  0.23
H  2.991  3.439  10.179  0.31
H  4.532  2.748  8.614  0.29
C  7.563  -2.659  -3.121  -0.45
O  6.665  -3.310  -2.230  -0.48
H  7.944  -3.390  -3.833  0.13
H  7.038  -1.868  -3.663  0.24
H  8.398  -2.235  -2.560  0.28
H  6.343  -2.644  -1.612  0.26
C  2.389  1.437  -3.463  -0.75
O  2.250  0.061  -3.137  -0.27
H  1.446  1.942  -3.259  0.21
H  3.178  1.886  -2.854  0.33
H  2.633  1.544  -4.524  0.30
H  3.094  -0.364  -3.325  0.21
C  -6.260  2.112  -10.365  -0.54
O  -6.862  1.143  -9.519  -0.42
H  -6.624  3.101  -10.084  0.15
H  -5.174  2.079  -10.246  0.28
H  -6.528  1.909  -11.405  0.30
H  -6.522  0.280  -9.789  0.22
C  -2.455  -3.846  0.741  -0.54
O  -1.137  -4.028  0.238  -0.41
H  -2.656  -2.777  0.815  0.11
H  -3.177  -4.303  0.060  0.31
H  -2.537  -4.300  1.732  0.28
H  -0.985  -4.977  0.183  0.27
C  10.999  -3.523  -3.749  -0.58
O  10.426  -2.294  -4.174  -0.49
H  10.367  -4.341  -4.092  0.23
H  11.998  -3.635  -4.178  0.29
H  11.059  -3.548  -2.658  0.28
H  11.000  -1.588  -3.860  0.29
C  -6.532  -2.752  -8.793  -0.56
O  -5.503  -1.865  -9.218  -0.49
H  -6.661  -2.647  -7.716  0.22
H  -7.469  -2.502  -9.295  0.28
H  -6.251  -3.783  -9.023  0.28
H  -5.407  -1.977  -10.170  0.29
C  -1.639  -3.475  11.333  -0.34
O  -2.201  -4.706  10.908  -0.52
H  -1.371  -3.554  12.386  0.29
H  -0.741  -3.259  10.746  0.03
H  -2.371  -2.673  11.204  0.22
H  -2.429  -4.607  9.975  0.32
C  -8.837  4.721  -8.641  -0.54
O  -8.974  3.346  -8.318  -0.49
H  -9.780  5.226  -8.432  0.24
H  -8.046  5.169  -8.033  0.23
H  -8.597  4.832  -9.702  0.26
H  -8.127  2.922  -8.511  0.27

This record from the Open Molecules 2025 dataset describes a cluster of 12 separate species, C30H87N3O12 in total at a distorted geometry. The level of theory is the ωB97M-V functional and the def2-TZVPD basis.

E_HOMO (eV): -9.16
E_tot (eV): -61556.672
Spin multiplicity: 1
LUMO energy (eV): 0.537
ΔE to the lowest compared entry with this formula, charge and spin (kcal per mole): 43.3

Last column: Mulliken charge in e.
Positions of all 132 atoms, in Å:
C  6.558  7.468  14.759  -0.66
O  7.820  7.016  15.078  -0.40
C  8.825  8.123  15.175  0.27
C  10.226  7.512  15.327  0.33
C  10.405  6.995  16.753  -1.70
N  11.212  8.528  15.049  0.44
H  6.472  7.779  13.728  0.16
H  6.181  8.264  15.392  0.33
H  5.839  6.656  14.823  0.35
H  8.747  8.829  14.279  -0.34
H  8.611  8.782  16.119  0.15
H  10.213  6.696  14.557  0.31
H  9.660  6.207  16.891  0.45
H  10.356  7.760  17.518  0.24
H  11.361  6.543  16.980  0.44
H  11.235  8.787  14.051  -0.41
H  12.145  8.232  15.259  0.13
C  6.629  14.429  12.834  -0.59
O  7.914  14.088  13.429  -0.40
C  8.973  14.593  12.668  -0.50
C  10.309  14.305  13.407  1.90
C  10.371  15.009  14.754  -1.73
N  11.398  14.785  12.520  -0.73
H  6.746  14.184  11.745  0.26
H  6.382  15.462  13.034  0.29
H  5.926  13.752  13.265  0.11
H  8.951  14.128  11.713  -0.06
H  8.814  15.681  12.656  0.55
H  10.251  13.190  13.587  -0.61
H  9.959  16.057  14.631  0.33
H  11.359  15.053  15.247  0.36
H  9.645  14.577  15.406  0.40
H  12.290  14.663  12.927  0.18
H  11.428  14.185  11.716  0.29
C  10.573  8.445  6.569  -0.87
O  11.354  9.041  7.645  -0.14
C  12.381  9.928  7.119  -1.09
C  13.338  10.187  8.254  0.42
C  12.694  10.950  9.418  0.43
N  14.463  11.038  7.691  -0.64
H  9.897  9.229  6.235  0.27
H  10.136  7.519  6.856  0.26
H  11.285  8.218  5.795  0.37
H  12.816  9.396  6.232  0.53
H  11.996  10.910  6.760  0.24
H  13.748  9.205  8.477  0.21
H  12.533  11.965  9.062  0.49
H  13.307  11.030  10.280  -0.36
H  11.672  10.556  9.612  -0.74
H  14.719  10.805  6.736  0.27
H  14.134  12.025  7.651  0.29
C  5.617  10.967  13.730  -1.13
C  6.483  10.927  12.463  -0.39
O  7.841  11.284  12.615  -0.09
H  6.080  10.283  14.496  0.05
H  4.630  10.619  13.390  0.41
H  5.553  11.937  14.143  0.30
H  5.925  11.597  11.721  0.27
H  6.561  9.935  11.972  0.39
H  7.852  12.252  12.729  -0.05
C  16.328  14.741  14.185  -1.14
C  15.186  14.101  14.996  -0.17
O  14.032  13.897  14.262  -0.17
H  17.111  15.194  14.858  0.43
H  15.886  15.558  13.632  0.28
H  16.837  13.973  13.581  0.16
H  14.901  14.771  15.767  0.40
H  15.567  13.141  15.360  0.14
H  14.265  13.627  13.347  0.08
C  15.716  7.951  17.473  -1.16
C  14.626  8.594  18.306  0.20
O  13.385  7.730  18.197  -0.56
H  16.073  7.024  17.952  0.33
H  16.586  8.611  17.392  0.35
H  15.323  7.814  16.454  0.23
H  14.314  9.620  17.790  0.00
H  14.946  8.760  19.397  0.29
H  12.648  8.301  18.365  0.34
C  10.407  11.746  17.149  -0.91
C  11.387  11.090  18.107  -0.58
O  11.785  9.874  17.614  -0.03
H  10.003  12.620  17.599  0.55
H  9.640  10.983  17.126  0.20
H  10.903  12.053  16.222  0.09
H  10.892  10.962  19.023  0.54
H  12.204  11.807  18.245  0.25
H  11.656  9.838  16.684  -0.03
C  8.925  11.773  8.000  -0.59
C  7.572  12.084  8.648  -0.67
O  7.702  13.038  9.700  -0.34
H  9.534  12.631  7.731  0.44
H  8.831  11.273  7.072  0.38
H  9.492  11.117  8.615  -0.05
H  7.206  11.147  9.028  0.25
H  6.912  12.438  7.831  0.38
H  7.936  13.860  9.270  0.29
C  9.180  7.906  11.294  -1.11
C  9.500  9.226  10.624  0.29
O  10.148  10.146  11.486  0.56
H  8.397  8.038  12.011  0.05
H  10.114  7.472  11.705  0.23
H  8.885  7.182  10.487  0.45
H  8.641  9.666  10.201  -0.24
H  10.222  9.006  9.876  0.29
H  9.466  10.607  12.019  -0.17
C  15.064  15.351  10.443  -1.27
C  15.763  14.076  10.925  -0.13
O  14.862  13.174  11.617  -0.27
H  15.868  16.015  10.080  0.39
H  14.482  15.920  11.196  0.24
H  14.359  15.186  9.616  0.32
H  16.574  14.334  11.635  0.18
H  16.164  13.566  10.046  0.39
H  15.250  12.237  11.539  0.33
C  16.367  8.257  11.418  -1.11
C  15.925  9.563  10.748  -0.04
O  15.581  10.563  11.749  -0.60
H  16.721  7.559  10.643  0.40
H  15.528  7.834  11.972  0.25
H  17.220  8.459  12.138  0.25
H  14.969  9.449  10.255  -0.02
H  16.683  10.015  10.116  0.42
H  14.879  10.130  12.205  -0.06
C  13.805  10.595  14.762  -1.92
C  12.736  10.872  13.683  0.48
O  12.987  9.812  12.637  -0.71
H  14.714  10.817  14.269  0.94
H  13.830  9.579  15.024  0.16
H  13.679  11.185  15.682  0.22
H  12.655  11.822  13.174  0.24
H  11.814  10.695  14.168  0.67
H  12.200  9.942  12.070  -0.10